{
  "formula": "C41H51BBrN6O2PbS3",
  "method": "ωB97M-V with the def2-TZVPD basis set",
  "total_charge": 3,
  "homo_ev": -16.478,
  "mol_weight_g_mol": 1054.02,
  "de_lowest_ev": 0.700,
  "gap_ev": 7.49,
  "symbols": ["Pb", "C", "C", "C", "C", "N", "N", "B", "N", "N", "C", "C", "C", "C", "C", "S", "C", "C", "C", "C", "N", "N", "C", "C", "C", "C", "C", "S", "C", "C", "C", "C", "C", "S", "C", "C", "C", "C", "H", "H", "H", "H", "H", "H", "H", "H", "H", "H", "H", "H", "H", "H", "H", "H", "H", "H", "H", "H", "H", "H", "H", "H", "H", "H", "H", "H", "H", "H", "H", "H", "H", "H", "H", "H", "H", "H", "H", "C", "C", "C", "C", "C", "C", "C", "H", "H", "H", "H", "H", "H", "H", "H", "Br", "C", "C", "C", "C", "C", "C", "C", "O", "O", "H", "H", "H", "H"],
  "coordinates": [[-2.6038, 1.3743, -2.2855], [-1.6125, 3.6062, 2.1083], [-1.0480, 2.2350, 2.0298], [-0.8546, 1.4698, 3.1529], [-0.2945, 0.1816, 3.0355], [0.0968, -0.2758, 1.8645], [-0.0763, 0.4404, 0.7732], [0.2863, -0.1384, -0.6423], [1.2401, 0.9715, -1.2256], [2.1025, 1.2617, -0.2864], [3.1418, 2.0396, -0.5176], [3.3420, 2.5654, -1.8079], [2.4383, 2.2677, -2.8219], [2.5753, 2.7967, -4.1977], [1.3744, 1.4137, -2.4727], [0.1415, 0.8586, -3.6331], [4.0547, 2.2913, 0.6520], [3.5682, 1.5281, 1.8881], [5.4683, 1.8114, 0.2860], [4.0507, 3.8016, 0.9418], [1.1192, -1.4395, -0.9040], [1.8165, -2.0318, 0.0392], [2.3389, -3.2271, -0.1445], [1.9975, -3.9621, -1.3020], [1.3822, -3.3185, -2.3497], [1.1007, -3.9851, -3.6466], [1.0293, -1.9608, -2.1439], [0.5834, -1.1882, -3.6711], [3.2879, -3.7809, 0.8895], [2.4703, -4.1751, 2.1234], [4.0294, -5.0155, 0.3743], [4.2853, -2.6790, 1.2674], [-0.6881, 1.6467, 0.7909], [-0.9983, 2.6242, -0.6292], [-0.1937, -0.6813, 4.2625], [0.6567, -1.9095, 3.9768], [0.4183, 0.1184, 5.4186], [-1.6302, -1.1152, 4.6037], [-1.9392, 3.8354, 3.1190], [-2.4481, 3.7385, 1.4223], [-0.8537, 4.3318, 1.8130], [-1.1330, 1.8479, 4.1226], [4.1962, 3.1931, -2.0181], [3.4842, 3.3815, -4.3009], [1.7252, 3.4318, -4.4444], [2.5897, 1.9916, -4.9308], [3.4885, 0.4640, 1.6803], [2.5959, 1.8911, 2.2116], [4.2739, 1.6700, 2.7017], [5.4672, 0.7464, 0.0631], [6.1283, 1.9766, 1.1325], [5.8777, 2.3480, -0.5646], [3.0459, 4.1378, 1.1905], [4.4138, 4.3784, 0.0957], [4.6962, 4.0026, 1.7920], [2.2495, -5.0083, -1.3806], [1.4025, -5.0299, -3.6214], [1.6409, -3.4925, -4.4557], [0.0391, -3.9417, -3.8911], [1.7266, -4.9272, 1.8773], [1.9753, -3.3040, 2.5241], [3.1351, -4.5827, 2.8782], [3.3541, -5.8599, 0.2650], [4.7866, -5.3076, 1.0961], [4.5299, -4.8229, -0.5711], [3.7549, -1.7817, 1.5741], [4.9342, -2.4439, 0.4271], [4.9084, -3.0135, 2.0908], [1.6525, -1.5986, 3.6714], [0.1947, -2.4975, 3.1892], [0.7400, -2.5236, 4.8676], [1.3964, 0.5062, 5.1437], [0.5381, -0.5379, 6.2738], [-0.2092, 0.9461, 5.7331], [-2.0730, -1.6608, 3.7711], [-2.2590, -0.2617, 4.8457], [-1.6044, -1.7755, 5.4650], [-6.6274, 2.1292, -1.5141], [-5.5410, 2.3014, -2.5203], [-4.6386, 3.3766, -2.4256], [-3.7084, 3.6303, -3.4412], [-3.6448, 2.7832, -4.5584], [-4.5408, 1.7132, -4.6573], [-5.4630, 1.4715, -3.6485], [-7.2658, 1.2872, -1.7652], [-7.2491, 3.0253, -1.4917], [-6.2349, 1.9937, -0.5075], [-4.7450, 4.0882, -1.6204], [-3.1174, 4.5326, -3.4062], [-3.0039, 3.0287, -5.3907], [-4.5446, 1.0972, -5.5424], [-6.1841, 0.6765, -3.7677], [-3.6653, -2.2766, -3.2993], [-4.2050, -1.7122, -1.5567], [-5.5349, -1.7208, -1.1714], [-5.8818, -1.2164, 0.0743], [-4.9186, -0.6843, 0.9187], [-3.5867, -0.6972, 0.5457], [-3.2147, -1.2184, -0.6978], [-1.7669, -1.5014, -0.9066], [-1.2622, -2.5666, -0.7436], [-1.0514, -0.3735, -1.2515], [-6.2905, -2.1501, -1.8136], [-6.9111, -1.2463, 0.3928], [-5.1976, -0.2864, 1.8814], [-2.8230, -0.3524, 1.2291]],
  "atomic_forces_ev_per_a": [[-0.4, -0.6, 0.2], [-0.1, 0.3, 0.0], [0.1, -0.5, 0.3], [0.1, 0.0, -0.6], [-0.1, 0.5, -0.2], [0.3, -1.0, 0.3], [-0.6, 0.7, 0.0], [-0.6, -0.2, 0.3], [0.5, 0.3, -0.9], [0.1, -0.2, 0.5], [-0.1, 0.0, -0.4], [-0.5, -0.2, -0.1], [0.1, -0.2, 0.6], [0.0, 0.1, -0.4], [0.1, -0.1, -0.2], [0.6, -0.3, 0.4], [0.2, 0.1, 0.2], [0.1, 0.1, -0.2], [-0.2, 0.0, 0.0], [0.0, -0.2, 0.0], [-0.1, -0.3, -1.0], [0.3, 0.2, 1.0], [-0.2, -0.3, -0.7], [-0.2, 0.6, -0.1], [0.1, 0.3, 0.3], [0.0, -0.2, -0.3], [0.1, -0.2, 0.5], [-0.1, 0.1, -0.5], [0.1, 0.0, 0.4], [0.1, 0.1, -0.1], [-0.1, 0.2, 0.0], [-0.1, -0.1, -0.1], [0.0, 0.2, -0.1], [0.1, 0.5, 0.2], [0.0, -0.3, 0.1], [-0.2, 0.2, 0.0], [-0.1, -0.1, -0.2], [0.2, 0.0, 0.0], [0.0, 0.0, 0.0], [0.0, 0.0, 0.0], [0.0, 0.1, 0.0], [-0.1, 0.1, 0.1], [0.0, 0.1, 0.0], [0.0, 0.0, 0.0], [0.0, 0.1, 0.0], [0.1, -0.1, 0.0], [0.0, -0.1, 0.1], [-0.2, 0.0, 0.1], [0.1, 0.1, 0.1], [0.0, -0.1, 0.0], [0.1, 0.0, 0.1], [0.1, 0.1, -0.1], [-0.1, 0.1, 0.0], [0.1, 0.1, -0.1], [0.1, 0.1, 0.1], [0.1, 0.0, -0.1], [0.0, 0.0, 0.0], [0.1, -0.1, -0.1], [-0.1, 0.0, 0.0], [-0.1, -0.1, 0.0], [-0.1, 0.1, 0.1], [0.1, -0.1, 0.1], [0.0, -0.2, -0.1], [0.1, 0.0, 0.1], [0.1, 0.0, -0.2], [0.0, 0.1, 0.1], [0.1, 0.1, -0.1], [0.1, -0.1, 0.1], [0.1, -0.1, -0.1], [0.1, -0.1, -0.1], [0.0, -0.1, 0.1], [0.1, 0.0, 0.0], [0.0, -0.1, 0.1], [-0.1, 0.1, 0.1], [-0.1, -0.1, -0.1], [-0.1, 0.1, 0.1], [-0.1, -0.1, 0.1], [-0.2, 0.0, 0.1], [0.2, 0.1, -0.3], [-0.1, 0.0, -0.3], [-0.4, 0.0, -0.2], [-0.4, 0.2, 0.0], [0.1, 0.2, 0.0], [0.0, 0.2, 0.0], [0.0, -0.1, 0.0], [0.0, 0.0, 0.0], [0.0, 0.0, 0.1], [0.1, 0.0, 0.2], [0.2, 0.1, 0.1], [0.2, 0.0, 0.0], [0.0, -0.1, -0.1], [0.0, -0.1, 0.0], [-0.2, 0.1, 0.3], [0.4, 0.1, -0.1], [0.1, -0.1, -0.1], [0.1, 0.0, 0.0], [0.0, 0.1, 0.0], [0.0, 0.0, -0.3], [-0.5, -0.3, 0.1], [0.0, -0.2, 0.0], [-0.2, 0.0, 0.1], [0.6, 0.2, 0.1], [0.0, 0.0, -0.1], [-0.2, 0.0, 0.0], [-0.1, 0.0, 0.1], [0.1, 0.0, 0.1]]
}